i | Below is an isolated ion of composition H2NO2S3 and charge -1, with properties calculated with ωB97M-V/def2-TZVPD.

Positions of all 8 atoms, in Å:
N (0.034, -0.777, -0.672)
O (2.412, -0.036, -0.125)
O (0.636, 1.171, 1.033)
S (-0.469, 0.478, -1.589)
S (-1.649, -1.540, 0.243)
S (1.223, -0.138, 0.652)
H (-0.619, 1.329, -0.576)
H (-1.569, -0.488, 1.034)

- LUMO level: 3.32 eV
- HOMO: -0.1594 hartree
- 2S+1: 1
- Net charge: -1



ii | Below is an isolated ion of composition H2NO2S3 and charge -1, with properties calculated with ωB97M-V/def2-TZVPD.

Positions of all 8 atoms, in Å:
N (1.679, -0.932, -1.217)
O (-1.699, 1.276, -0.209)
O (-0.588, 2.334, 1.648)
S (0.106, -0.828, 1.401)
S (0.212, -1.247, -0.783)
S (-1.416, 1.168, 1.296)
H (2.180, -1.801, -1.257)
H (-0.474, 0.030, -0.878)

- LUMO level: 3.45 eV
- HOMO: -0.1552 hartree
- 2S+1: 1
- Net charge: -1



Here is how they stack up, most stable first: ii, i.



i | Below is a single CHF2NO2 molecule, with properties calculated with ωB97M-V/def2-TZVPD.

Positions of all 7 atoms, in Å:
O (-2.903, 0.156, -1.153)
N (-1.709, 0.121, -1.063)
O (-0.876, -0.395, -1.784)
C (-0.947, 0.749, 0.433)
F (0.302, 0.295, 0.360)
F (-1.517, 0.356, 1.479)
H (-0.879, 1.881, 0.293)

- LUMO level: 0.19 eV
- HOMO: -0.4037 hartree
- 2S+1: 1
- SMILES: O=[N+]([O-])C(F)F



ii | Below is a single CHF2NO2 molecule, with properties calculated with ωB97M-V/def2-TZVPD.

Positions of all 7 atoms, in Å:
O (-2.002, -1.134, 0.023)
C (-1.140, -0.321, 0.011)
O (0.154, -0.573, 0.177)
N (0.879, 0.561, 0.082)
F (1.581, 0.391, -1.042)
F (1.809, 0.412, 1.186)
H (-1.281, 0.664, -0.437)

- LUMO level: 0.88 eV
- HOMO: -0.4319 hartree
- 2S+1: 1
- SMILES: O=CON(F)F



Here is how they stack up, most stable first: i, ii.



i | Below is a 3-piece molecular cluster, C3H13NO3 overall, with properties calculated with ωB97M-V/def2-TZVPD.

Positions of all 20 atoms, in Å:
C (0.936, 1.601, -0.116)
C (0.610, 0.169, 0.261)
O (0.159, -0.576, -0.868)
C (-0.536, 0.239, 1.320)
N (-1.365, -0.996, 1.283)
H (1.723, 1.814, -0.835)
H (0.012, 1.950, -0.599)
H (1.043, 2.258, 0.749)
H (1.357, -0.444, 0.771)
H (0.540, -1.449, -0.738)
H (-0.064, 0.285, 2.300)
H (-1.193, 1.072, 1.045)
H (-1.840, -1.086, 0.397)
H (-2.010, -0.906, 2.055)
O (-0.064, 1.331, -3.994)
H (-0.027, 0.681, -3.260)
H (-0.792, 1.921, -3.761)
O (0.565, -2.879, 1.006)
H (-0.184, -2.213, 1.200)
H (1.130, -2.772, 1.783)

- LUMO level: 0.68 eV
- HOMO: -0.3683 hartree
- 2S+1: 1
- SMILES: C[C@H](O)CN.O.O



ii | Below is a 3-piece molecular cluster, C3H13NO3 overall, with properties calculated with ωB97M-V/def2-TZVPD.

Positions of all 20 atoms, in Å:
N (1.334, -0.918, -2.638)
C (1.299, -0.439, -1.265)
C (-0.005, -0.581, -0.486)
C (0.043, -0.086, 0.944)
O (-1.087, -0.668, 1.650)
H (0.544, -0.538, -3.165)
H (1.128, -1.906, -2.742)
H (2.124, -0.939, -0.760)
H (1.565, 0.616, -1.307)
H (-0.315, -1.621, -0.360)
H (-0.761, -0.070, -1.087)
H (0.016, 1.005, 1.056)
H (0.889, -0.375, 1.562)
H (-1.718, 0.001, 1.895)
O (-3.199, -1.476, 4.525)
H (-2.523, -2.154, 4.634)
H (-2.710, -0.790, 4.076)
O (1.137, 3.308, -2.261)
H (0.370, 3.842, -2.364)
H (1.868, 3.791, -1.907)

- LUMO level: 0.61 eV
- HOMO: -0.3404 hartree
- 2S+1: 1
- SMILES: NCCCO.O.O



iii | Below is a 3-piece molecular cluster, C3H13NO3 overall, with properties calculated with ωB97M-V/def2-TZVPD.

Positions of all 20 atoms, in Å:
C (-1.340, -1.715, -0.384)
N (-0.541, -0.488, -0.182)
C (-0.616, 0.604, -1.138)
C (-1.211, 1.811, -0.347)
O (-0.391, 2.987, -0.497)
H (-1.305, -2.302, 0.545)
H (-0.896, -2.361, -1.174)
H (-2.367, -1.436, -0.584)
H (0.354, -0.677, 0.236)
H (0.320, 0.842, -1.696)
H (-1.253, 0.466, -1.997)
H (-2.104, 2.155, -0.878)
H (-1.412, 1.550, 0.722)
H (0.293, 2.799, 0.156)
O (1.326, -0.728, 2.107)
H (0.758, -0.199, 2.683)
H (2.203, -0.383, 2.306)
O (3.036, -0.857, -0.005)
H (2.284, -0.258, 0.059)
H (2.861, -1.811, 0.072)

- LUMO level: 0.40 eV
- HOMO: -0.3064 hartree
- 2S+1: 1
- SMILES: CNCCO.O.O



iv | Below is a 3-piece molecular cluster, C3H13NO3 overall, with properties calculated with ωB97M-V/def2-TZVPD.

Positions of all 20 atoms, in Å:
N (-1.133, 1.331, -0.495)
C (-0.053, 0.599, 0.168)
C (-0.522, 0.034, 1.516)
C (0.414, -1.081, 1.887)
O (0.499, -2.077, 0.847)
H (-1.505, 2.002, 0.170)
H (-1.985, 0.707, -0.512)
H (0.350, -0.221, -0.416)
H (0.852, 1.210, 0.269)
H (-1.539, -0.367, 1.376)
H (-0.440, 0.686, 2.391)
H (-0.029, -1.580, 2.770)
H (1.437, -0.837, 2.142)
H (0.015, -2.894, 1.005)
O (1.733, 4.084, 2.112)
H (2.460, 3.662, 1.642)
H (1.275, 4.551, 1.404)
O (-0.983, -2.890, -5.390)
H (-1.009, -3.587, -6.060)
H (-1.323, -3.384, -4.634)

- LUMO level: 0.73 eV
- HOMO: -0.3392 hartree
- 2S+1: 1
- SMILES: NCCCO.O.O



Here is how they stack up, most stable first: i, ii, iv, iii.



i | Below is a 4-piece molecular cluster, C3H13NO3 overall, with properties calculated with ωB97M-V/def2-TZVPD.

Positions of all 20 atoms, in Å:
C (-1.685, 0.067, 1.359)
C (-1.572, -1.059, 2.158)
N (-0.348, -1.741, 1.906)
C (0.192, -2.656, 2.938)
H (-0.761, 0.416, 0.838)
H (-2.579, 0.669, 1.442)
H (-2.253, -1.639, 2.683)
H (0.493, -1.296, 1.469)
H (-0.310, -3.492, 2.746)
H (1.350, -2.621, 2.740)
H (0.135, -2.468, 4.053)
O (2.383, 4.273, -3.737)
H (1.501, 4.433, -3.560)
H (2.805, 5.178, -3.646)
O (-1.501, 1.820, -3.772)
H (-1.826, 2.170, -2.966)
H (-0.968, 2.411, -4.187)
O (1.723, -1.748, -0.470)
H (1.725, -0.857, -0.548)
H (1.496, -1.860, -1.447)

- LUMO level: 0.31 eV
- HOMO: -0.2792 hartree
- 2S+1: 1
- SMILES: C=CNC.O.O.O



ii | Below is a 4-piece molecular cluster, C3H13NO3 overall, with properties calculated with ωB97M-V/def2-TZVPD.

Positions of all 20 atoms, in Å:
C (1.442, -0.910, -0.409)
C (0.735, 0.094, -0.700)
C (0.248, 0.266, -2.083)
N (-1.223, 0.405, -2.330)
H (1.903, -0.923, 0.592)
H (1.635, -1.730, -1.062)
H (0.576, 0.910, 0.004)
H (0.663, 1.228, -2.559)
H (0.395, -0.754, -2.587)
H (-1.683, -0.481, -2.609)
H (-1.651, 0.815, -1.528)
O (1.691, 0.529, 2.649)
H (0.709, 0.394, 2.478)
H (1.584, 1.335, 3.123)
O (-1.105, 0.989, 1.794)
H (-1.901, 1.429, 2.019)
H (-1.193, 0.157, 1.417)
O (-1.213, -1.276, 0.858)
H (-0.264, -1.264, 1.060)
H (-1.347, -1.213, -0.126)

- LUMO level: 0.64 eV
- HOMO: -0.3513 hartree
- 2S+1: 1
- SMILES: C=CCN.O.O.O



Here is how they stack up, most stable first: ii, i.



i | Below is a 3-piece molecular cluster, C3H13NO3 overall, with properties calculated with ωB97M-V/def2-TZVPD.

Positions of all 20 atoms, in Å:
N (-1.116, -2.322, 2.181)
C (-1.082, -1.670, 0.899)
C (0.186, -0.812, 0.642)
C (-0.044, 0.152, -0.519)
O (1.093, 0.956, -0.833)
H (-0.563, -3.163, 2.240)
H (-0.951, -1.763, 2.978)
H (-1.997, -1.098, 0.751)
H (-1.056, -2.404, 0.092)
H (0.421, -0.201, 1.513)
H (0.979, -1.500, 0.353)
H (-0.348, -0.384, -1.426)
H (-0.855, 0.849, -0.285)
H (1.849, 0.611, -0.355)
O (2.298, 2.724, 2.100)
H (1.829, 2.301, 1.394)
H (3.217, 2.808, 1.788)
O (-1.549, 0.473, -3.955)
H (-1.295, 0.515, -4.899)
H (-2.507, 0.326, -3.987)

- LUMO level: 0.74 eV
- HOMO: -0.3339 hartree
- 2S+1: 1
- SMILES: NCCCO.O.O



ii | Below is a 5-piece molecular cluster, C3H13NO3 overall, with properties calculated with ωB97M-V/def2-TZVPD.

Positions of all 20 atoms, in Å:
C (-2.203, -0.331, -1.065)
C (-0.928, 0.218, -0.536)
C (-0.793, 0.649, 0.795)
N (0.300, 1.365, 1.239)
H (-3.118, 0.214, -0.838)
H (-2.240, -1.408, -0.878)
H (-2.188, -0.241, -2.134)
H (0.043, 0.071, -1.009)
H (-1.819, 0.875, 1.094)
H (1.091, 1.289, 0.556)
H (0.578, 1.187, 2.203)
H (2.332, 0.001, -0.557)
H (2.462, 1.797, -1.482)
O (1.801, 1.291, -1.011)
H (-1.977, -0.774, 1.575)
H (-0.558, -1.041, 0.753)
O (0.106, -1.876, 0.614)
H (3.468, -0.727, 0.266)
H (1.047, -1.590, 0.457)
O (2.596, -0.971, -0.041)

- LUMO level: -3.62 eV
- HOMO: -0.3239 hartree
- 2S+1: 1



Here is how they stack up, most stable first: i, ii.



i | Below is a 3-piece molecular cluster, C3H7PS overall, with properties calculated with ωB97M-V/def2-TZVPD.

Positions of all 12 atoms, in Å:
C (0.659, 1.393, -3.019)
C (-0.391, 0.841, -2.607)
H (1.592, 1.846, -3.046)
H (-1.225, 0.211, -2.692)
C (-0.654, 0.247, 1.928)
P (-0.062, 1.120, 0.628)
H (-0.141, -0.708, 2.153)
H (-1.603, 0.214, 2.365)
H (-1.064, 2.212, 0.777)
S (1.433, -2.306, 0.286)
H (2.678, -1.805, 0.233)
H (0.896, -1.177, 0.596)

- LUMO level: -0.08 eV
- HOMO: -0.3548 hartree
- 2S+1: 1
- SMILES: C#C.C=P.S



ii | Below is a single C3H7PS molecule, with properties calculated with ωB97M-V/def2-TZVPD.

Positions of all 12 atoms, in Å:
C (1.301, -0.890, -0.732)
P (-0.055, -1.353, 0.474)
C (-1.134, 0.119, 0.284)
C (-0.615, 1.369, 0.715)
S (-2.678, 0.028, -0.313)
H (1.269, -1.032, -1.797)
H (2.123, -1.410, -0.229)
H (1.461, 0.144, -0.483)
H (-0.697, -2.279, -0.349)
H (-1.281, 2.069, 1.125)
H (0.357, 1.289, 1.429)
H (-0.052, 1.945, -0.126)

- LUMO level: -0.45 eV
- HOMO: -0.3064 hartree
- 2S+1: 1
- SMILES: CPC(C)=S



iii | Below is a single C3H7PS molecule, with properties calculated with ωB97M-V/def2-TZVPD.

Positions of all 12 atoms, in Å:
C (0.393, -1.265, -0.280)
C (-0.096, 0.031, 0.351)
C (-1.203, 0.707, -0.442)
P (1.360, 1.482, 0.716)
S (0.071, 0.481, 2.122)
H (1.291, -1.524, 0.225)
H (0.491, -1.087, -1.327)
H (-0.409, -1.963, -0.296)
H (-0.843, 1.629, -0.923)
H (-2.061, 0.785, 0.187)
H (-1.465, -0.010, -1.287)
H (2.473, 0.734, 0.954)

- LUMO level: 0.55 eV
- HOMO: -0.3187 hartree
- 2S+1: 1
- SMILES: CC1(C)PS1



iv | Below is a 2-piece molecular cluster, C3H7PS overall, with properties calculated with ωB97M-V/def2-TZVPD.

Positions of all 12 atoms, in Å:
C (-0.316, -0.456, -1.059)
C (-0.342, -0.442, 1.441)
C (-0.548, 0.359, 0.189)
P (2.769, 1.463, -1.368)
S (1.162, 2.071, -0.458)
H (-1.123, -1.316, -1.174)
H (0.667, -0.962, -0.972)
H (-0.280, 0.182, -1.866)
H (-1.091, -0.367, 2.135)
H (-0.012, -1.430, 1.007)
H (0.607, -0.133, 2.065)
H (-1.493, 1.031, 0.061)

- LUMO level (alpha / beta): -1.09 / -1.20 eV
- HOMO (alpha / beta): -0.2610 / -0.2629 hartree
- 2S+1: 1



Here is how they stack up, most stable first: iii, ii, iv, i.